12 unconnected molecules or ions with the total composition C7H35NO11, computed with ωB97M-V/def2-TZVPD.

Energy relative to the best compared isomer or geometry (same formula, charge and spin) (kcal per mole): 73.8
SMILES string: C=C/C(CC)=C(\C)N.O.O.O.O.O.O.O.O.O.O.O

ORCA input file:
```
! RIJCOSX wB97M-V def2-TZVPD def2/J DEFGRID3
* xyz 0 1
C -0.844 0.401 -3.150
C -0.109 -0.632 -2.749
C -0.238 -1.118 -1.348
C -0.433 0.028 -0.339
C -1.946 0.227 -0.098
C -0.409 -2.407 -1.045
C -0.492 -3.540 -1.987
N -0.386 -2.660 0.297
H -0.704 0.928 -4.123
H -1.579 0.987 -2.630
H 0.642 -1.135 -3.304
H 0.035 1.129 -0.687
H 0.082 -0.105 0.619
H -2.224 0.787 0.815
H -2.249 0.633 -0.954
H -2.503 -0.701 0.128
H -0.505 -3.257 -3.034
H -1.328 -4.256 -1.880
H 0.338 -4.343 -1.760
H -0.147 -3.559 0.588
H -1.045 -2.238 0.947
O 3.499 -2.167 1.742
H 3.064 -2.699 1.093
H 3.726 -1.430 1.136
O 3.400 -1.402 -0.889
H 2.394 -1.381 -0.483
H 3.309 -1.846 -1.736
O 1.003 -1.244 2.804
H 1.207 -2.133 3.089
H 1.850 -0.667 2.751
O 0.252 3.458 -2.886
H 0.562 2.980 -2.080
H 0.301 4.401 -2.664
O 3.510 1.986 -0.362
H 3.938 1.229 -0.882
H 3.364 1.601 0.450
O -3.517 0.697 3.025
H -2.639 1.008 3.258
H -3.890 1.432 2.601
O -5.029 -0.304 1.113
H -4.729 0.604 1.282
H -4.523 -0.904 1.711
O 2.741 1.728 -3.583
H 3.353 1.579 -2.815
H 2.543 2.605 -3.556
O -2.209 3.239 0.929
H -1.835 3.438 1.774
H -1.622 2.958 0.308
O -0.889 0.884 3.701
H -0.761 0.015 3.323
H -1.137 0.602 4.702
O 1.899 1.338 2.102
H 2.026 1.966 2.818
H 0.882 1.260 1.917
*
```


11 unconnected molecules or ions with the total composition C7H36N14O11, computed with ωB97M-V/def2-TZVPD.

Energy relative to the best compared isomer or geometry (same formula, charge and spin) (kcal per mole): 11.3
SMILES string: NC(N)=O.NC(N)=O.NC(N)=O.NC(N)=O.NC(N)=O.NC(N)=O.NC(N)=O.O.O.O.O

ORCA input file:
```
! RIJCOSX wB97M-V def2-TZVPD def2/J DEFGRID3
* xyz 0 1
N -0.069 2.268 2.970
C -0.744 3.364 3.460
N -0.698 3.789 4.792
O -1.388 4.076 2.677
H -0.102 2.200 1.972
H 0.507 1.583 3.422
H -0.187 3.371 5.560
H -1.269 4.603 4.997
N -3.962 -2.288 3.228
C -2.937 -1.792 2.467
N -2.325 -0.676 2.953
O -2.567 -2.228 1.360
H -4.270 -1.918 4.113
H -4.149 -3.255 3.098
H -2.691 -0.283 3.799
H -1.503 -0.378 2.480
N -0.209 1.824 -3.074
C -0.040 0.382 -3.178
N -0.828 -0.216 -4.119
O 0.856 -0.187 -2.544
H 0.122 2.208 -2.174
H -1.146 2.138 -3.300
H -0.492 -1.110 -4.386
H -1.426 0.328 -4.718
N -2.647 2.334 0.374
C -3.382 1.250 -0.004
N -2.756 0.016 -0.169
O -4.599 1.249 -0.128
H -3.213 3.167 0.282
H -1.687 2.420 0.147
H -3.477 -0.645 0.087
H -1.912 -0.130 0.370
N 1.084 4.735 0.859
C 1.233 3.802 -0.142
N 2.509 3.760 -0.756
O 0.330 3.023 -0.523
H 0.189 4.685 1.368
H 1.906 5.034 1.346
H 3.192 4.518 -0.732
H 2.689 3.094 -1.504
N 2.176 -2.719 -2.554
C 3.224 -2.800 -1.650
N 4.300 -3.620 -1.987
O 3.235 -2.187 -0.566
H 1.430 -2.028 -2.414
H 2.066 -3.296 -3.367
H 4.918 -3.875 -1.239
H 4.219 -4.250 -2.748
N -2.316 -2.999 -3.002
C -1.366 -3.591 -2.250
N -0.794 -2.912 -1.235
O -0.966 -4.709 -2.596
H -2.657 -3.593 -3.740
H -2.418 -2.005 -3.105
H -1.364 -2.397 -0.568
H -0.017 -3.453 -0.922
O 1.698 -2.814 1.489
H 2.582 -2.626 1.832
H 1.895 -2.627 0.561
O 3.667 -0.825 1.907
H 2.830 -0.466 2.242
H 3.609 -0.748 0.946
O 3.421 1.005 -1.594
H 2.492 0.846 -1.721
H 3.765 0.182 -1.953
O 0.741 -0.377 1.490
H 0.768 -1.332 1.359
H 0.922 0.102 0.654
*
```